Entry 1:
This record from the Open Molecules 2025 dataset describes a structure of composition C4HBrClI at a distorted geometry. The level of theory is ωB97M-V with the def2-TZVPD basis set.

## Properties
Spin multiplicity: 3
LUMO level (spin up / spin down): -0.0856 / -3.0815 eV
⟨S²⟩: 2.03
Energy: -3484.64385 Eh
E_HOMO (spin up / spin down): -0.309 / -0.335 Ha

CARTESIAN COORDINATES (ANGSTROEM)
C 0.06 1.31 -0.15
C -0.13 -0.02 0.47
C -0.35 2.27 -0.97
C -0.09 -1.13 -0.30
Cl -0.37 -0.22 2.19
Br 0.12 -0.97 -2.09
I -0.08 -3.08 0.46
H 0.83 1.84 0.39


Entry 2:
This record from the Open Molecules 2025 dataset describes an isolated molecule of C4HBrS at a distorted geometry. The level of theory is ωB97M-V with the def2-TZVPD basis set.

## Properties
ΔE to the lowest compared entry with this formula, charge and spin: 43.8 kcal/mol
LUMO level (spin up / spin down): -1.6958 / -2.2527 eV
Energy: -3124.97953 Eh
E_HOMO (spin up / spin down): -0.314 / -0.324 Ha

CARTESIAN COORDINATES (ANGSTROEM)
C -1.34 0.66 -0.61
C -2.34 0.03 -1.14
C -0.13 -0.03 -0.19
C -0.55 -1.32 -0.28
S -3.62 -0.84 -1.31
Br 0.21 -2.91 0.45
H 0.95 0.27 -0.23


Entry 3:
This record from the Open Molecules 2025 dataset describes a structure of composition C4HClNO2 at a distorted geometry. The level of theory is ωB97M-V with the def2-TZVPD basis set.

## Properties
Total charge: -1
ΔE to the lowest compared entry with this formula, charge and spin: 36.9 kcal/mol
LUMO level: 3.4719 eV
Energy: -818.37121 Eh
E_HOMO: -0.138 Ha

CARTESIAN COORDINATES (ANGSTROEM)
C 0.23 -0.13 -0.04
C 0.27 0.75 -1.03
C -1.14 0.14 -1.50
C -2.89 1.13 -2.32
N -1.09 -0.68 -0.50
O -3.41 0.37 -3.05
O -2.82 2.18 -1.80
Cl 1.45 1.97 -1.43
H 0.84 -0.42 0.80


Entry 4:
This record from the Open Molecules 2025 dataset describes a structure of composition C4HF7O3S at a distorted geometry. The level of theory is ωB97M-V with the def2-TZVPD basis set.

## Properties
ΔE to the lowest compared entry with this formula, charge and spin: 20.4 kcal/mol
LUMO level: -0.0714 eV
Energy: -1475.92741 Eh
E_HOMO: -0.425 Ha

CARTESIAN COORDINATES (ANGSTROEM)
C 0.32 0.19 1.13
C 0.52 -0.04 -0.14
C 0.04 0.76 -1.35
C 1.73 -1.04 -0.50
O -0.76 0.83 1.53
O -2.29 -0.87 2.11
O -2.04 -0.36 -0.31
F -0.13 0.16 -2.54
F 1.08 1.61 -1.50
F -1.01 1.55 -1.04
F 1.38 -2.32 -0.81
F 2.37 -1.12 0.69
F 2.61 -0.59 -1.45
F -2.89 1.36 1.25
S -2.00 0.05 1.04
H 1.05 -0.17 1.89


Entry 5:
This record from the Open Molecules 2025 dataset describes a cluster of 2 separate species, C4HIN2 in total at a distorted geometry. The level of theory is ωB97M-V with the def2-TZVPD basis set.

## Properties
ΔE to the lowest compared entry with this formula, charge and spin: 29.0 kcal/mol
LUMO level: 0.1863 eV
Energy: -560.11706 Eh
E_HOMO: -0.344 Ha

CARTESIAN COORDINATES (ANGSTROEM)
C 0.25 0.91 0.09
C -1.06 0.65 -0.19
C 1.35 1.29 0.36
C -2.16 0.20 -0.28
N 1.38 -2.34 -0.63
N 2.12 -1.93 0.08
I -4.10 -0.31 -0.23
H 2.21 1.53 0.79


Entry 6:
This record from the Open Molecules 2025 dataset describes a structure of composition C4HLiO4Sm at a distorted geometry. The level of theory is ωB97M-V with the def2-TZVPD basis set.

## Properties
Spin multiplicity: 8
Total charge: +1
LUMO level (spin up / spin down): -3.5703 / -3.6536 eV
⟨S²⟩: 15.76
Energy: -1118.99432 Eh
E_HOMO (spin up / spin down): -0.325 / -0.441 Ha

CARTESIAN COORDINATES (ANGSTROEM)
O -2.05 0.10 -2.06
C -2.30 -0.55 -2.96
C 0.89 1.17 -0.13
C 1.23 0.47 -1.14
H 1.38 0.38 -2.20
Li -1.33 1.43 -0.57
O 1.75 -0.09 0.49
C 0.72 -0.57 1.22
O 0.94 -1.22 2.25
O -0.24 0.28 1.10
Sm -0.99 -1.41 4.01


The lowest energy belongs to which entry? C4HBrClI